Entry from the Open Molecules 2025 dataset: a 12-piece molecular cluster, C96H206N10O16S2 overall (ωB97M-V/def2-TZVPD).

## Properties
**SMILES string**: CC1(C)CCCC(C)(C)N1O.CC1(C)CCCC(C)(C)N1O.CC1(C)CCCC(C)(C)N1O.CC1(C)CCCC(C)(C)N1O.CC1(C)CCCC(C)(C)N1O.CC1(C)CCCC(C)(C)N1O.CC1(C)CCCC(C)(C)N1O.CC1(C)CCCC(C)(C)N1O.CC1(C)CCCC(C)(C)N1O.CC1(C)CCCC(C)(C)N1O.CCOS(C)(=O)=O.CCOS(C)(=O)=O
**Frontier orbital gap**: 8.446 eV
**Energy above the lowest of the compared OMol25 structures with the same formula, charge and spin**: 229.89 kJ/mol
**LUMO energy**: 0.3 eV
**2S+1**: 1
**HOMO level**: -0.298 hartree

Positions of all 330 atoms, in Å:
C  -0.92667  -6.29939  -4.80497
C  0.33225  -6.35496  -3.89405
C  1.41412  -7.30060  -4.63846
C  0.86076  -4.85970  -3.80357
C  2.03610  -4.75110  -2.71064
C  1.60167  -5.22752  -1.33422
C  0.96293  -6.70033  -1.38914
C  1.99702  -7.82198  -1.38186
C  0.26511  -6.85267  -0.05731
N  -0.01978  -6.77489  -2.53716
O  -0.72180  -7.92335  -2.57061
H  -0.71759  -5.68171  -5.67838
H  -1.20188  -7.27222  -5.21237
H  -1.71166  -5.79865  -4.23828
H  2.43350  -7.08493  -4.31837
H  1.22115  -8.36025  -4.47113
H  1.42272  -7.22392  -5.72573
H  1.34334  -4.49744  -4.71130
H  0.09950  -4.09681  -3.64051
H  2.89313  -5.32502  -3.06307
H  2.39037  -3.72771  -2.58709
H  0.81755  -4.65924  -0.83392
H  2.52110  -5.13226  -0.75656
H  2.41336  -8.10777  -0.41590
H  2.80512  -7.51177  -2.04430
H  1.53678  -8.70528  -1.82467
H  -0.00067  -7.87006  0.22970
H  -0.66887  -6.29908  -0.15391
H  0.84294  -6.57289  0.82356
H  -1.58516  -7.54207  -2.39500
C  -4.97630  4.44355  3.06088
C  -3.49304  4.40519  3.54133
C  -3.29908  4.94958  4.97921
C  -3.09946  2.88205  3.49353
C  -1.52678  2.57839  3.38106
C  -0.98159  3.32976  2.10255
C  -1.28510  4.89793  2.13463
C  -0.33719  5.67140  3.15695
C  -0.99767  5.48613  0.66179
N  -2.73248  5.09141  2.47998
O  -2.98064  6.50017  2.43849
H  -5.01377  4.18065  2.00372
H  -5.56076  3.74459  3.65917
H  -5.32646  5.47553  3.08345
H  -3.87669  4.41661  5.73446
H  -2.25724  4.75197  5.23144
H  -3.52360  5.99585  5.18657
H  -3.53373  2.40727  4.37336
H  -3.55846  2.37009  2.64777
H  -0.99203  2.72248  4.31987
H  -1.26694  1.53444  3.20566
H  -1.40675  2.84944  1.22128
H  0.09028  3.19004  1.96227
H  -0.63137  6.71769  3.07421
H  0.74976  5.63659  3.08332
H  -0.47234  5.26023  4.15733
H  -0.09127  5.15168  0.15714
H  -0.93700  6.56942  0.55749
H  -1.83108  5.14738  0.04633
H  -2.53373  6.89829  3.18908
C  5.11650  -1.62150  4.55924
C  4.62366  -2.63789  3.42646
C  3.38616  -2.02649  2.87894
C  5.64853  -2.68843  2.33673
C  5.55373  -3.91109  1.39444
C  5.38221  -5.21943  2.20271
C  4.21042  -5.14199  3.24695
C  2.86610  -5.22198  2.49831
C  4.29448  -6.39353  4.10554
N  4.35437  -3.91695  4.05295
O  3.52156  -3.84765  5.13763
H  5.33875  -0.65243  4.11245
H  4.54719  -1.45667  5.47402
H  6.03616  -1.95402  5.04064
H  2.44510  -2.34076  3.33031
H  3.34946  -0.93808  2.92483
H  3.22661  -2.39867  1.86695
H  5.68328  -1.76813  1.75369
H  6.59983  -2.75755  2.86431
H  4.75768  -3.66713  0.69097
H  6.42382  -3.95125  0.73912
H  6.33352  -5.34957  2.71862
H  5.28177  -6.09765  1.56493
H  2.66833  -4.35599  1.86661
H  2.10461  -5.15241  3.27508
H  2.65749  -6.13428  1.93948
H  5.18217  -6.43703  4.73659
H  4.29578  -7.32651  3.54193
H  3.55799  -6.48574  4.90376
H  2.69357  -3.65807  4.69032
C  -1.23143  -2.23332  8.91891
C  -0.00423  -1.38644  9.34152
C  -0.20575  -0.78229  10.77668
C  1.22963  -2.29415  9.40029
C  1.77398  -2.64870  8.04904
C  2.07667  -1.31975  7.30389
C  0.83299  -0.37509  7.19072
C  1.32736  1.03121  6.65324
C  -0.18238  -0.84893  6.18042
N  0.28981  -0.15036  8.55074
O  -0.81163  0.72960  8.52022
H  -0.97887  -3.20241  8.48860
H  -1.81260  -2.49791  9.80228
H  -1.92987  -1.71044  8.26555
H  -0.45746  -1.54255  11.51610
H  0.69876  -0.37768  11.23086
H  -1.00528  -0.04227  10.81123
H  2.08775  -1.93959  9.97127
H  1.15177  -3.23777  9.94031
H  2.62265  -3.30880  8.22819
H  1.05228  -3.23582  7.48110
H  2.57213  -1.47589  6.34565
H  2.83910  -0.82825  7.90823
H  1.82982  0.99931  5.68649
H  1.96083  1.54146  7.37882
H  0.58547  1.82522  6.56810
H  0.18765  -0.71026  5.16458
H  -1.15462  -0.40882  6.40215
H  -0.46728  -1.88967  6.33469
H  -0.48413  1.57137  8.84543
C  -4.15112  -0.83951  4.01597
C  -4.18832  -2.41325  3.86776
C  -4.07518  -2.99330  5.34542
C  -5.55520  -2.79264  3.20353
C  -5.69617  -4.26489  2.83928
C  -4.59542  -4.67098  1.87330
C  -3.14748  -4.33539  2.36303
C  -2.68421  -5.43460  3.32080
C  -2.20356  -4.38612  1.09219
N  -3.07159  -2.92300  2.90910
O  -1.80405  -2.64166  3.34986
H  -5.10902  -0.47785  4.38978
H  -3.29216  -0.58272  4.63594
H  -3.99363  -0.41857  3.02295
H  -4.35142  -4.04481  5.42376
H  -3.03382  -3.09305  5.65155
H  -4.65971  -2.44894  6.08710
H  -6.40365  -2.47980  3.81209
H  -5.65394  -2.25166  2.26242
H  -5.48315  -4.85316  3.73185
H  -6.68760  -4.57809  2.51204
H  -4.85261  -4.21606  0.91674
H  -4.69784  -5.73644  1.66739
H  -3.44281  -5.73759  4.04248
H  -1.71843  -5.19363  3.76497
H  -2.51485  -6.37851  2.80270
H  -2.67937  -3.83882  0.27844
H  -2.08716  -5.43871  0.83409
H  -1.27379  -3.83919  1.24868
H  -1.59929  -2.01384  2.65307
C  6.51908  0.05452  -1.61652
C  7.19682  1.27529  -0.89420
C  8.53281  1.53115  -1.57202
C  6.28380  2.45521  -1.10320
C  6.64504  3.61909  -0.17096
C  6.47345  3.15900  1.28862
C  7.35931  1.95921  1.66864
C  8.76391  2.41737  1.93366
C  6.85564  1.41099  2.99634
N  7.29619  0.92605  0.56327
O  8.10974  -0.16839  0.82026
H  6.93051  -0.92515  -1.37348
H  5.44791  0.11423  -1.42381
H  6.53435  0.22652  -2.69275
H  9.13004  0.62653  -1.45763
H  8.61915  1.82984  -2.61674
H  9.19313  2.19040  -1.00859
H  6.39330  2.70805  -2.15780
H  5.20321  2.32301  -1.04878
H  7.64891  4.02646  -0.29096
H  6.01124  4.47604  -0.39905
H  5.42195  2.91258  1.43601
H  6.77139  3.96620  1.95777
H  9.30034  2.70850  1.03055
H  9.31584  1.66466  2.49660
H  8.77086  3.31255  2.55552
H  5.86622  0.97336  2.86360
H  6.78525  2.26873  3.66524
H  7.58567  0.66357  3.30704
H  8.93875  0.31051  0.74948
C  -5.42356  -2.78214  -2.34700
C  -5.07284  -4.00269  -3.22033
C  -4.23320  -5.03314  -2.44117
C  -6.42437  -4.73348  -3.60143
C  -7.27225  -3.95124  -4.63484
C  -6.41668  -3.88003  -5.83109
C  -5.11597  -3.08957  -5.69879
C  -4.39035  -3.42617  -7.05500
C  -5.42883  -1.54499  -5.51520
N  -4.39086  -3.63622  -4.50083
O  -3.15954  -3.03190  -4.35986
H  -4.55405  -2.26363  -1.94301
H  -5.95830  -2.04748  -2.94900
H  -6.04975  -3.02065  -1.48730
H  -4.70067  -5.72502  -1.74056
H  -3.87698  -5.73280  -3.19727
H  -3.41248  -4.47725  -1.98787
H  -6.21880  -5.76538  -3.88606
H  -7.06635  -4.90284  -2.73698
H  -8.20305  -4.39875  -4.98333
H  -7.71185  -3.03901  -4.23150
H  -7.00983  -3.51087  -6.66776
H  -6.19548  -4.89256  -6.16866
H  -4.04870  -4.46102  -7.03379
H  -3.54417  -2.76173  -7.22994
H  -5.10085  -3.15626  -7.83630
H  -5.53619  -1.06598  -6.48841
H  -4.75947  -1.00626  -4.84451
H  -6.43590  -1.57393  -5.09917
H  -2.54945  -3.71191  -4.65476
C  0.61243  7.78156  -6.88309
C  1.00904  7.24725  -5.53018
C  2.26650  8.00738  -4.96690
C  -0.29827  7.30025  -4.68378
C  -0.13436  6.50591  -3.39558
C  0.09415  5.05529  -3.68735
C  1.33436  4.81319  -4.68309
C  2.58707  4.85750  -3.83519
C  1.31635  3.36359  -5.20995
N  1.30178  5.76254  -5.78762
O  2.35573  5.53614  -6.68843
H  1.41293  8.18733  -7.50167
H  0.04584  7.11320  -7.53145
H  0.03758  8.69734  -6.74534
H  3.19911  7.57819  -5.33315
H  2.27422  9.08274  -5.14473
H  2.40229  7.83729  -3.89886
H  -0.53609  8.30789  -4.34291
H  -1.15291  6.99550  -5.28778
H  0.63559  6.89636  -2.73016
H  -1.09196  6.64996  -2.89521
H  -0.72536  4.51793  -4.16458
H  0.28531  4.44289  -2.80614
H  2.61329  4.08238  -3.06927
H  2.80751  5.77514  -3.28981
H  3.49842  4.64469  -4.39402
H  0.30346  3.13649  -5.54246
H  1.46456  2.77343  -4.30560
H  2.07717  3.11536  -5.94998
H  1.83227  5.16824  -7.40414
C  -4.97252  4.85011  -1.06300
C  -5.31090  4.66495  -2.59351
C  -5.90365  6.02741  -3.13888
C  -4.04044  4.48425  -3.50201
C  -3.47000  3.04865  -3.46095
C  -4.61438  2.08806  -3.89690
C  -5.92199  2.18918  -3.05734
C  -7.01147  1.49980  -3.90709
C  -5.81507  1.56362  -1.65113
N  -6.31868  3.57345  -2.95470
O  -7.51605  3.73510  -2.29431
H  -4.66628  3.94291  -0.54213
H  -4.24642  5.65853  -0.97731
H  -5.92679  5.03912  -0.57132
H  -6.80140  6.26158  -2.56677
H  -5.19222  6.84127  -3.27884
H  -6.24136  5.85293  -4.16046
H  -4.25315  4.72680  -4.54317
H  -3.23076  5.06637  -3.06193
H  -2.56148  2.87420  -4.03735
H  -3.26405  2.74716  -2.43393
H  -4.13080  1.11463  -3.81502
H  -4.78706  2.17669  -4.96949
H  -7.17458  1.92025  -4.89942
H  -7.95993  1.63621  -3.38756
H  -6.81225  0.43064  -3.83416
H  -6.27165  0.58980  -1.47424
H  -6.17283  2.16971  -0.81881
H  -4.79313  1.47076  -1.28355
H  -8.11935  4.08152  -2.95584
C  2.03950  1.89535  -0.62771
C  1.53609  0.49639  -0.41241
C  2.75695  -0.41044  -0.63723
C  1.00821  0.36890  1.05647
C  0.18571  -0.88452  1.34889
C  -1.05468  -0.79258  0.47741
C  -0.81624  -0.61600  -1.04333
C  -0.50792  -2.01229  -1.57466
C  -2.10691  -0.15223  -1.68458
N  0.28267  0.33717  -1.31352
O  0.58660  0.56990  -2.62520
H  2.75546  2.06314  0.17688
H  2.61579  1.99062  -1.54799
H  1.21701  2.58256  -0.42935
H  3.56488  -0.11985  0.03426
H  2.47954  -1.45799  -0.51982
H  3.09670  -0.26696  -1.66294
H  1.85898  0.33173  1.73684
H  0.43337  1.25842  1.31415
H  0.64134  -1.83906  1.08557
H  -0.03277  -0.98453  2.41207
H  -1.53340  0.11891  0.83534
H  -1.60345  -1.70931  0.69324
H  0.28003  -2.48252  -0.98635
H  -0.15484  -2.05147  -2.60515
H  -1.30655  -2.74047  -1.43308
H  -2.05203  -0.20132  -2.77209
H  -2.32258  0.89945  -1.49598
H  -3.01079  -0.53523  -1.21085
H  1.19389  -0.11723  -2.90918
C  1.58192  -3.22971  -7.75872
C  0.97859  -1.89776  -8.19246
O  0.16113  -1.46387  -7.13787
S  0.28989  0.16125  -6.71211
C  -0.93663  0.14122  -5.32864
O  1.61437  0.32058  -6.15555
O  -0.19070  0.95887  -7.82118
H  2.16351  -3.04351  -6.85585
H  2.26780  -3.63133  -8.50462
H  0.99835  -4.09982  -7.45794
H  1.74048  -1.20754  -8.55468
H  0.37496  -2.09123  -9.07920
H  -0.64411  -0.51533  -4.50920
H  -1.90528  -0.13426  -5.74569
H  -1.05621  1.11605  -4.85588
C  2.97076  4.92691  1.11412
C  3.38741  6.37180  1.48518
O  4.70469  6.51813  1.93497
S  5.11810  7.02293  3.49734
C  5.12477  8.90668  3.34782
O  4.00619  6.64458  4.38376
O  6.44107  6.56163  3.67907
H  1.88438  4.86254  1.17514
H  3.29794  4.18551  1.84308
H  3.33541  4.47738  0.19052
H  3.31115  6.99026  0.59086
H  2.70810  6.78808  2.22905
H  4.27447  9.17781  2.72205
H  6.08402  9.09776  2.86674
H  5.11126  9.25051  4.38209